Molecular formula: C51H126N6O12
Method: DFT, ωB97M-V/def2-TZVPD

Each atom is followed by the atoms it is bonded to, with distances in Å.
Atoms and positions in Å:
1 C -4.57 1.23 23.08  C2 1.547, H12 1.085, H13 1.090, H14 1.095
2 C -4.94 2.72 23.25  C1 1.547, C3 1.547, C4 1.535, N10 1.464
3 C -6.26 2.71 24.06  C2 1.547, H15 1.092, H16 1.097, H17 1.087
4 C -3.83 3.38 24.08  C2 1.535, C5 1.535, H18 1.092, H19 1.094
5 C -3.84 4.91 24.03  C4 1.535, C6 1.524, H20 1.097, H21 1.090
6 C -3.78 5.37 22.58  C5 1.524, C7 1.551, H22 1.097, H23 1.088
7 C -4.92 4.75 21.72  C6 1.551, C8 1.558, C9 1.525, N10 1.432
8 C -6.28 5.43 22.08  C7 1.558, H24 1.090, H25 1.090, H26 1.096
9 C -4.53 5.13 20.30  C7 1.525, H27 1.098, H28 1.088, H29 1.090
10 N -4.99 3.34 21.93  C2 1.464, C7 1.432, O11 1.400
11 O -5.89 2.68 21.08  N10 1.400, H30 0.964
12 H -4.40 0.72 24.02  C1 1.085
13 H -5.36 0.78 22.47  C1 1.090
14 H -3.67 1.19 22.46  C1 1.095
15 H -6.09 2.03 24.90  C3 1.092
16 H -6.40 3.66 24.59  C3 1.097
17 H -7.19 2.53 23.53  C3 1.087
18 H -3.91 3.08 25.13  C4 1.092
19 H -2.89 2.96 23.70  C4 1.094
20 H -4.80 5.22 24.47  C5 1.097
21 H -3.04 5.28 24.67  C5 1.090
22 H -2.83 4.93 22.27  C6 1.097
23 H -3.69 6.45 22.49  C6 1.088
24 H -6.44 6.49 21.91  C8 1.090
25 H -6.60 5.17 23.09  C8 1.090
26 H -7.03 4.92 21.46  C8 1.096
27 H -5.19 4.63 19.57  C9 1.098
28 H -3.51 4.87 20.05  C9 1.088
29 H -4.79 6.17 20.09  C9 1.090
30 H -5.37 2.18 20.45  O11 0.964
31 C -2.23 14.42 10.53  C32 1.554, H42 1.090, H43 1.098, H44 1.094
32 C -2.15 15.26 11.83  C31 1.554, C33 1.537, C34 1.539, N40 1.477
33 C -0.88 14.81 12.59  C32 1.537, H45 1.091, H46 1.085, H47 1.097
34 C -2.07 16.75 11.49  C32 1.539, C35 1.562, H48 1.088, H49 1.093
35 C -3.49 17.31 11.20  C34 1.562, C36 1.517, H50 1.096, H51 1.089
36 C -4.48 17.04 12.31  C35 1.517, C37 1.545, H52 1.087, H53 1.093
37 C -4.56 15.51 12.52  C36 1.545, C38 1.570, C39 1.531, N40 1.441
38 C -5.39 15.44 13.85  C37 1.570, H54 1.091, H55 1.091, H56 1.091
39 C -5.41 14.86 11.43  C37 1.531, H57 1.097, H58 1.087, H59 1.100
40 N -3.25 14.96 12.77  C32 1.477, C37 1.441, O41 1.412
41 O -3.35 13.59 13.11  N40 1.412, H60 0.964
42 H -2.84 14.88 9.75  C31 1.090
43 H -1.26 14.27 10.03  C31 1.098
44 H -2.48 13.36 10.65  C31 1.094
45 H -0.58 15.59 13.29  C33 1.091
46 H -0.92 13.80 12.99  C33 1.085
47 H -0.04 14.77 11.89  C33 1.097
48 H -1.47 17.40 12.13  C34 1.088
49 H -1.63 16.85 10.49  C34 1.093
50 H -3.28 18.39 11.15  C35 1.096
51 H -3.80 16.97 10.21  C35 1.089
52 H -5.47 17.45 12.09  C36 1.087
53 H -4.06 17.53 13.19  C36 1.093
54 H -4.80 15.78 14.70  C38 1.091
55 H -5.85 14.48 14.09  C38 1.091
56 H -6.23 16.13 13.74  C38 1.091
57 H -4.86 14.60 10.52  C39 1.097
58 H -6.38 15.20 11.07  C39 1.087
59 H -5.56 13.82 11.76  C39 1.100
60 H -3.09 13.61 14.04  O41 0.964
61 C -5.08 11.28 17.79  C62 1.551, H72 1.094, H73 1.091, H74 1.090
62 C -5.47 10.84 16.36  C61 1.551, C63 1.529, C64 1.525, N70 1.458
63 C -6.09 12.06 15.68  C62 1.529, H75 1.094, H76 1.086, H77 1.100
64 C -4.18 10.57 15.59  C62 1.525, C65 1.541, H78 1.095, H79 1.097
65 C -3.54 9.23 15.98  C64 1.541, C66 1.530, H80 1.087, H81 1.093
66 C -4.65 8.22 15.67  C65 1.530, C67 1.520, H82 1.100, H83 1.088
67 C -5.90 8.36 16.52  C66 1.520, C68 1.524, C69 1.532, N70 1.480
68 C -6.93 7.40 15.94  C67 1.524, H84 1.097, H85 1.093, H86 1.096
69 C -5.68 7.92 17.97  C67 1.532, H87 1.089, H88 1.090, H89 1.092
70 N -6.41 9.73 16.33  C62 1.458, C67 1.480, O71 1.413
71 O -7.54 9.96 17.16  N70 1.413, H90 0.963
72 H -4.37 12.11 17.74  C61 1.094
73 H -5.90 11.67 18.40  C61 1.091
74 H -4.62 10.49 18.38  C61 1.090
75 H -7.11 12.24 16.02  C63 1.094
76 H -5.44 12.93 15.65  C63 1.086
77 H -6.30 11.82 14.63  C63 1.100
78 H -4.43 10.62 14.52  C64 1.095
79 H -3.52 11.45 15.67  C64 1.097
80 H -2.62 9.02 15.44  C65 1.087
81 H -3.21 9.32 17.02  C65 1.093
82 H -4.18 7.27 15.97  C66 1.100
83 H -4.72 8.09 14.59  C66 1.088
84 H -7.91 7.64 16.37  C68 1.097
85 H -6.91 6.32 16.10  C68 1.093
86 H -7.07 7.50 14.86  C68 1.096
87 H -5.36 6.88 17.96  C69 1.089
88 H -6.60 8.09 18.52  C69 1.090
89 H -4.90 8.47 18.50  C69 1.092
90 H -8.18 10.34 16.55  O71 0.963
91 C 3.51 10.10 12.11  O92 1.421, H97 1.090, H98 1.089, H99 1.096
92 O 2.11 9.98 11.93  C91 1.421, C93 1.405
93 C 1.37 9.42 12.99  O92 1.405, C94 1.550, H100 1.097, H101 1.091
94 C -0.10 9.90 12.91  C93 1.550, C95 1.541, N96 1.460, H102 1.093
95 C -0.42 11.14 13.75  C94 1.541, H103 1.092, H104 1.092, H105 1.091
96 N -0.88 8.83 13.53  C94 1.460, H106 1.017, H107 1.020
97 H 3.80 10.12 13.16  C91 1.090
98 H 3.87 10.99 11.59  C91 1.089
99 H 3.94 9.24 11.58  C91 1.096
100 H 1.26 8.36 12.75  C93 1.097
101 H 1.73 9.60 14.00  C93 1.091
102 H -0.46 10.01 11.88  C94 1.093
103 H 0.46 11.79 13.71  C95 1.092
104 H -0.68 10.87 14.78  C95 1.092
105 H -1.30 11.69 13.42  C95 1.091
106 H -0.89 7.94 13.03  N96 1.017
107 H -1.86 9.11 13.52  N96 1.020
108 C -3.78 13.94 20.44  O109 1.400, H114 1.097, H115 1.089, H116 1.095
109 O -4.06 12.65 20.90  C108 1.400, C110 1.414
110 C -5.18 12.49 21.74  O109 1.414, C111 1.509, H117 1.105, H118 1.096
111 C -5.10 13.21 23.06  C110 1.509, C112 1.538, N113 1.467, H119 1.094
112 C -4.12 12.51 24.01  C111 1.538, H120 1.090, H121 1.091, H122 1.090
113 N -6.40 13.23 23.76  C111 1.467, H123 1.021, H124 1.022
114 H -4.66 14.49 20.08  C108 1.097
115 H -3.08 13.79 19.62  C108 1.089
116 H -3.31 14.57 21.21  C108 1.095
117 H -6.01 12.90 21.14  C110 1.105
118 H -5.54 11.47 21.92  C110 1.096
119 H -4.93 14.28 22.87  C111 1.094
120 H -4.01 13.12 24.91  C112 1.090
121 H -3.10 12.42 23.62  C112 1.091
122 H -4.50 11.52 24.22  C112 1.090
123 H -7.19 13.20 23.11  N113 1.021
124 H -6.54 12.32 24.21  N113 1.022
125 C -3.22 6.84 11.88  O126 1.411, H131 1.096, H132 1.088, H133 1.092
126 O -3.03 7.94 11.01  C125 1.411, C127 1.395
127 C -4.18 8.68 10.74  O126 1.395, C128 1.546, H134 1.093, H135 1.101
128 C -4.49 9.69 11.86  C127 1.546, C129 1.506, N130 1.470, H136 1.095
129 C -5.67 10.56 11.51  C128 1.506, H137 1.088, H138 1.098, H139 1.097
130 N -3.33 10.57 12.08  C128 1.470, H140 1.021, H141 1.017
131 H -3.66 7.15 12.83  C125 1.096
132 H -2.23 6.48 12.16  C125 1.088
133 H -3.82 6.00 11.52  C125 1.092
134 H -4.15 9.25 9.81  C127 1.093
135 H -5.05 8.01 10.65  C127 1.101
136 H -4.70 9.16 12.80  C128 1.095
137 H -5.91 11.38 12.18  C129 1.088
138 H -6.50 9.85 11.37  C129 1.098
139 H -5.56 11.01 10.52  C129 1.097
140 H -2.57 10.36 11.43  N130 1.021
141 H -3.43 11.55 11.82  N130 1.017
142 C -8.64 7.78 11.50  C143 1.529, H145 1.089, H146 1.093, H147 1.090
143 C -9.48 6.60 12.01  C142 1.529, O144 1.414, H148 1.096, H149 1.088
144 O -9.55 6.53 13.42  C143 1.414, H150 0.962
145 H -8.84 7.89 10.44  C142 1.089
146 H -7.58 7.52 11.63  C142 1.093
147 H -8.90 8.62 12.14  C142 1.090
148 H -9.06 5.69 11.57  C143 1.096
149 H -10.50 6.72 11.63  C143 1.088
150 H -8.67 6.49 13.81  O144 0.962
151 C -11.05 4.85 16.46  C152 1.532, H154 1.093, H155 1.089, H156 1.094
152 C -9.96 5.50 17.32  C151 1.532, O153 1.410, H157 1.088, H158 1.101
153 O -9.96 4.99 18.63  C152 1.410, H159 0.960
154 H -12.02 5.34 16.58  C151 1.093
155 H -11.16 3.78 16.65  C151 1.089
156 H -10.84 4.96 15.39  C151 1.094
157 H -9.93 6.58 17.31  C152 1.088
158 H -9.07 5.25 16.71  C152 1.101
159 H -9.54 4.12 18.64  O153 0.960
160 C -2.79 8.79 20.72  C161 1.554, H163 1.092, H164 1.090, H165 1.091
161 C -1.24 8.67 20.66  C160 1.554, O162 1.428, H166 1.087, H167 1.087
162 O -0.67 7.94 21.74  C161 1.428, H168 0.963
163 H -3.17 9.10 21.69  C160 1.092
164 H -3.25 7.83 20.47  C160 1.090
165 H -3.10 9.55 20.00  C160 1.091
166 H -0.86 9.68 20.53  C161 1.087
167 H -1.10 7.98 19.84  C161 1.087
168 H -0.62 8.52 22.51  O162 0.963
169 C -8.94 14.67 12.84  C170 1.507, H172 1.088, H173 1.090, H174 1.091
170 C -9.52 13.46 13.51  C169 1.507, O171 1.467, H175 1.098, H176 1.094
171 O -10.14 12.45 12.65  C170 1.467, H177 0.957
172 H -8.10 14.38 12.22  C169 1.088
173 H -8.69 15.40 13.60  C169 1.090
174 H -9.71 15.14 12.21  C169 1.091
175 H -10.35 13.74 14.18  C170 1.098
176 H -8.88 12.86 14.18  C170 1.094
177 H -11.07 12.57 12.81  O171 0.957
178 C -2.00 4.98 16.74  C179 1.525, H181 1.089, H182 1.091, H183 1.092
179 C -1.07 6.11 16.29  C178 1.525, O180 1.447, H184 1.093, H185 1.094
180 O -1.66 6.61 15.07  C179 1.447, H186 0.980
181 H -1.87 4.06 16.18  C178 1.089
182 H -3.03 5.28 16.55  C178 1.091
183 H -1.85 4.83 17.81  C178 1.092
184 H -0.06 5.71 16.19  C179 1.093
185 H -1.13 7.00 16.92  C179 1.094
186 H -1.16 7.41 14.78  O180 0.980
187 C 0.32 12.93 17.41  C188 1.542, H190 1.091, H191 1.087, H192 1.093
188 C -0.09 11.54 17.94  C187 1.542, O189 1.421, H193 1.093, H194 1.101
189 O -1.47 11.38 18.24  C188 1.421, H195 0.967
190 H 0.88 12.80 16.49  C187 1.091
191 H 0.91 13.49 18.12  C187 1.087
192 H -0.59 13.45 17.09  C187 1.093
193 H 0.40 11.16 18.84  C188 1.093
194 H 0.21 10.82 17.16  C188 1.101
195 H -1.93 11.64 17.42  O189 0.967

As for the net charge: 0. Its SMILES is CC1(C)CCCC(C)(C)N1O.CC1(C)CCCC(C)(C)N1O.CC1(C)CCCC(C)(C)N1O.COC[C@H](C)N.COC[C@H](C)N.COC[C@H](C)N.CCO.CCO.CCO.CCO.CCO.CCO. As for the total energy: -88431.8615 eV. The value obtained for the HOMO energy is -8.1 eV.